Formula: C34H54N4P2PdSi2
Source: the OMol25 dataset
Level of theory: ωB97M-V/def2-TZVPD

Computed properties:
Orbital gap (spin up / spin down) = 0.2399 / 0.2291 hartree
<S²> = 2.005
Spin multiplicity = 3
E_LUMO (spin up / spin down) = -0.2 / -2.0 eV
DFT total energy = -79901.827 eV
HOMO level (spin up / spin down) = -6.8 / -8.3 eV
Relative energy (zero: lowest compared OMol25 entry of this formula, charge and spin) = 1.226 eV

Geometry as XYZ:
```
97
Properties=species:S:1:pos:R:3:forces:R:3:mulliken_charge:R:1
Pd -2.153 0.751 -0.195 0.445 0.089 0.137 -0.04
C 1.415 0.749 -4.413 -0.403 0.414 -0.059 -0.75
C 0.130 1.006 -4.696 0.516 0.127 0.094 -0.10
C -0.943 -0.033 -4.524 -0.596 0.271 -0.636 1.40
C -0.760 -1.061 -3.396 -0.101 0.236 -0.061 0.45
C -0.579 -2.448 -3.964 0.116 -0.561 0.576 -0.41
C 0.580 -2.804 -4.530 -0.611 -0.194 -0.114 -0.55
C 1.487 -1.748 -5.086 0.977 -0.010 0.412 -0.63
C 1.954 -0.621 -4.125 0.742 -0.040 0.250 -0.81
C -2.532 -0.860 0.976 -0.989 -1.165 0.071 -1.09
H 2.156 1.546 -4.364 -0.222 0.044 -0.450 0.42
H -0.181 1.963 -5.150 0.304 -0.459 0.727 0.11
H -1.043 -0.567 -5.481 -0.234 0.075 0.130 0.27
H -1.906 0.467 -4.365 0.195 0.133 -0.141 -1.03
H 0.127 -0.788 -2.803 -0.789 -0.176 -0.115 -0.48
H -1.613 -1.026 -2.691 0.172 -0.119 -0.382 0.11
H -1.443 -3.118 -3.913 0.541 -0.211 0.489 0.20
H 0.881 -3.857 -4.683 -0.677 0.631 -0.371 0.38
H 1.016 -1.283 -5.964 0.096 -0.194 0.172 0.29
H 2.393 -2.246 -5.441 -0.110 0.099 -0.120 0.44
H 1.773 -0.856 -3.070 0.342 -0.283 -0.236 0.25
H 3.047 -0.579 -4.212 -0.183 0.156 0.042 0.50
H -1.932 -0.729 1.894 -0.361 -0.045 -0.494 0.13
H -2.284 -1.796 0.442 0.030 0.342 0.317 0.31
H -3.619 -0.848 1.168 0.427 -0.129 0.210 0.38
P -5.088 -1.251 -3.545 -2.353 -2.100 -2.780 -0.10
P -3.796 2.564 -4.575 -1.022 1.075 -3.033 -0.14
N -4.638 -2.646 -4.571 0.700 -0.398 0.348 0.59
N -6.876 -1.600 -3.842 0.143 0.480 0.987 0.45
N -3.181 2.239 -6.241 0.928 -0.075 0.024 0.74
N -4.780 3.976 -5.165 -0.727 0.566 0.537 0.30
C -4.882 -0.051 -4.917 0.173 0.281 0.235 -0.66
C -5.243 1.394 -4.517 -0.172 0.015 0.004 -0.80
C -4.090 -3.820 -4.041 -0.170 -0.060 -1.100 -0.85
C -4.010 -4.771 -5.054 -0.235 0.804 0.627 -0.58
C -4.550 -4.182 -6.239 -0.145 1.146 0.734 -0.83
C -4.928 -2.882 -5.920 0.608 -0.801 0.244 0.03
C -7.739 -1.909 -2.787 -0.550 0.230 -0.871 -0.46
C -9.026 -2.083 -3.292 1.078 0.146 0.116 -0.64
C -8.957 -1.893 -4.706 1.323 0.179 0.269 -0.59
C -7.626 -1.618 -5.019 -0.683 0.161 0.593 -0.16
C -1.978 2.821 -6.706 -0.669 -0.582 -0.514 -0.85
C -1.721 2.370 -7.995 -0.315 -0.017 1.131 -0.73
C -2.725 1.404 -8.313 -0.689 0.577 0.838 -0.72
C -3.642 1.406 -7.268 0.843 0.039 -0.170 -0.49
C -4.938 4.536 -6.442 -0.498 0.231 0.548 -0.25
C -5.985 5.458 -6.416 0.715 -0.978 0.725 -0.62
C -6.510 5.460 -5.080 0.681 -0.650 0.063 -0.52
C -5.763 4.552 -4.343 0.217 0.250 -0.893 -0.42
H -5.484 -0.321 -5.798 0.297 -0.047 0.596 -0.13
H -3.831 -0.160 -5.223 -0.233 0.057 0.088 0.94
H -6.070 1.767 -5.156 0.586 -0.042 0.398 0.37
H -5.600 1.457 -3.466 0.085 -0.050 -0.489 0.53
H -3.802 -3.852 -2.998 -0.043 -0.076 -0.175 0.52
H -3.617 -5.772 -4.956 -0.043 0.106 0.051 0.43
H -4.654 -4.636 -7.213 0.043 0.018 0.086 0.45
H -5.345 -2.117 -6.564 0.195 -0.356 0.214 0.23
H -7.353 -1.955 -1.776 -0.142 -0.013 -0.159 0.40
H -9.907 -2.321 -2.714 0.116 0.010 -0.026 0.40
H -9.774 -1.938 -5.412 0.137 -0.060 0.058 0.43
H -7.182 -1.426 -5.989 -0.224 -0.042 0.337 0.21
H -1.407 3.475 -6.062 -0.205 0.084 -0.165 0.65
H -0.927 2.710 -8.649 0.013 -0.193 0.290 0.48
H -2.750 0.770 -9.191 -0.235 0.285 0.081 0.46
H -4.572 0.873 -7.174 0.134 0.050 -0.053 0.42
H -4.297 4.244 -7.260 -0.056 0.006 0.125 0.33
H -6.347 6.046 -7.249 0.176 -0.123 0.108 0.42
H -7.338 6.051 -4.711 0.173 -0.114 -0.021 0.42
H -5.843 4.252 -3.308 -0.029 0.093 -0.020 0.37
C 0.656 -0.704 2.802 -0.084 -0.514 -0.203 -1.09
Si 0.925 0.692 1.571 -0.274 0.498 -0.387 0.44
C 2.248 1.664 2.553 -0.023 0.337 -0.233 -1.22
C 1.695 0.186 -0.060 0.489 -0.370 0.107 -1.08
C -0.650 1.596 0.961 0.974 1.599 1.509 -0.54
Si -1.333 2.537 2.486 0.278 -0.505 -0.642 0.61
C -0.233 4.021 2.857 -0.083 0.356 0.072 -1.14
C -3.094 3.104 2.176 -0.099 0.370 0.152 -1.10
C -1.448 1.609 4.118 -0.104 -0.079 0.157 -1.21
H 1.638 -0.989 3.209 -0.200 0.037 -0.177 0.38
H 0.221 -1.588 2.328 0.016 -0.028 0.119 0.34
H 0.030 -0.440 3.662 0.132 0.048 -0.303 0.32
H 3.184 1.088 2.445 -0.262 0.142 0.005 0.35
H 2.439 2.680 2.181 0.019 -0.234 0.070 0.34
H 2.042 1.727 3.633 -0.090 -0.023 -0.370 0.30
H 1.159 -0.671 -0.484 0.095 0.049 -0.010 0.12
H 1.639 1.013 -0.779 0.008 -0.122 0.180 0.27
H 2.750 -0.086 0.081 -0.156 -0.078 -0.237 0.41
H -0.352 2.445 0.298 0.268 -0.388 0.249 0.80
H -0.058 4.652 1.980 -0.109 -0.054 0.018 0.33
H -0.750 4.634 3.604 0.011 0.056 -0.061 0.32
H 0.751 3.794 3.280 -0.228 -0.221 -0.088 0.35
H -3.665 2.423 1.531 0.049 0.133 0.058 0.24
H -3.601 3.150 3.150 -0.065 0.098 -0.324 0.30
H -3.087 4.113 1.740 -0.198 -0.258 -0.023 0.30
H -1.896 0.612 4.059 0.009 0.121 -0.070 0.35
H -0.497 1.524 4.659 -0.211 0.075 -0.108 0.35
H -2.141 2.234 4.702 0.284 -0.187 0.110 0.41
```
Positions in Å, forces in eV/Å.